1) Computed, not measured: C3H6N4 as an isolated structure, with the ωB97M-V functional and the def2-TZVPD basis.

```
! wB97M-V def2-TZVPD RIJCOSX def2/J DEFGRID3
* xyz 2 1
C 1.49004 -1.24963 0.03744
C -0.37242 0.31497 0.00788
C -1.84635 0.37795 0.04420
N 2.31667 0.91792 -0.15330
N 2.37322 -0.22029 -0.02586
N 0.23605 -0.98407 0.03552
N 0.48250 1.28548 -0.14282
H 1.89169 -2.20468 0.11829
H -2.14266 1.06164 0.90961
H -2.18374 -0.68026 -0.07633
H -2.03198 0.81605 -0.86635
H -0.44931 -1.79417 0.20461
H 0.23629 2.35909 -0.09288
*
```

=====

2) Computed, not measured: a 2-piece molecular cluster, C3H6N4 overall, with the ωB97M-V functional and the def2-TZVPD basis.

```
! wB97M-V def2-TZVPD RIJCOSX def2/J DEFGRID3
* xyz 2 1
C -0.51794 -0.86284 1.21463
C 0.83705 -0.56937 1.14787
C -2.31152 0.04079 -0.19265
N 3.98182 0.21537 0.04346
N -0.04708 0.58700 -0.44078
N -1.14397 -0.06025 0.27026
N 1.03411 0.25959 0.11223
H -1.01696 -1.69021 1.78205
H 1.69363 -0.88152 1.73740
H -2.64754 0.89992 -0.77058
H -3.08834 -0.84599 0.03043
H 4.80783 -0.13503 0.44708
H -0.13968 1.45127 -1.13389
*
```

=====

How do the energies compare? Relative to the most stable structure, in kcal/mol: 1) 0.0; 2) 117.3.

=====

1) Computed, not measured: the molecule C3H4Cl2, with the ωB97M-V functional and the def2-TZVPD basis.

```
! wB97M-V def2-TZVPD RIJCOSX def2/J DEFGRID3
* xyz 0 1
C 0.99986 0.31503 0.10815
C -0.35767 0.45294 -0.47398
C -1.26795 -0.28662 0.24969
H 0.96357 0.41619 1.17148
H 1.72730 1.05906 -0.31819
H -0.34615 0.73307 -1.50199
H -0.79714 -0.60756 1.15137
Cl 1.80411 -1.19696 -0.20386
Cl -2.72593 -0.88515 -0.18266
*
```

Results
SMILES: Cl/C=C/CCl

=====

2) Computed, not measured: the molecule C3H4Cl2, with the ωB97M-V functional and the def2-TZVPD basis.

```
! wB97M-V def2-TZVPD RIJCOSX def2/J DEFGRID3
* xyz 0 1
C 0.75920 0.04936 -0.79609
C 0.46029 0.03308 0.64852
C -0.81180 -0.20638 -0.00615
Cl -1.68906 1.34965 -0.07296
Cl -1.89738 -1.57958 0.04577
H 0.78430 1.02983 -1.14240
H 1.10954 -0.79232 -1.20285
H 0.78783 -0.78662 1.30957
H 0.49707 0.90298 1.21659
*
```

Results
SMILES: ClC1(Cl)CC1

=====

How do the energies compare? Relative to the most stable structure, in kcal/mol: 1) 0.0; 2) 21.0.

=====

1) Computed, not measured: an isolated ion of composition C4H9N2S and charge +1, with the ωB97M-V functional and the def2-TZVPD basis.

```
! wB97M-V def2-TZVPD RIJCOSX def2/J DEFGRID3
* xyz 1 1
C 2.04404 -0.67394 0.67231
C 0.92981 0.99548 -0.45044
C 0.01154 -0.17937 -0.21134
C -2.85355 -0.07445 -0.24188
N 2.14889 0.52945 0.19601
N 0.83185 -1.16239 0.55234
S -1.47367 0.27569 0.88791
H 2.73957 -0.90401 1.44085
H 1.21244 1.16762 -1.44835
H 0.61224 1.94682 -0.00760
H -0.53909 -0.56416 -1.08019
H -3.61010 0.41369 0.17880
H -2.85947 -1.18160 -0.33505
H -2.73915 0.41315 -1.27697
H 2.91321 1.16486 0.46185
H 0.63143 -2.16685 0.66174
*
```

Results
SMILES: CS[C@H]1CNC=[NH+]1

=====

2) Computed, not measured: a 2-piece molecular cluster, C4H9N2S overall, with the ωB97M-V functional and the def2-TZVPD basis.

```
! wB97M-V def2-TZVPD RIJCOSX def2/J DEFGRID3
* xyz 1 1
C -0.78386 0.80017 2.01157
C -0.04250 1.26717 -0.05520
C 0.42176 -0.10207 0.30118
C 0.53291 -1.76113 -2.28377
N -0.86182 1.65576 1.05139
N -0.08920 -0.27938 1.68476
S -0.38387 -1.50155 -0.68924
H -1.33374 0.89065 2.96659
H 0.77825 2.04776 -0.13404
H -0.69629 1.38713 -0.96283
H 1.83505 -0.43500 0.35566
H 0.94803 -2.78268 -2.25887
H 1.20528 -0.79469 -2.47188
H -0.19317 -1.85766 -3.04857
H -1.47688 2.46357 1.19274
H 0.14005 -0.99803 2.34050
*
```

=====

How do the energies compare? Relative to the most stable structure, in kcal/mol: 1) 0.0; 2) 24.9.

=====

1) Computed, not measured: C10H10N2O2 as an isolated structure, with the ωB97M-V functional and the def2-TZVPD basis.

```
! wB97M-V def2-TZVPD RIJCOSX def2/J DEFGRID3
* xyz 0 1
C -0.65541 -2.45134 0.54721
C -1.78053 -1.64373 0.02668
C -1.48408 -0.43971 -0.46435
C 0.88524 -0.63438 -0.40435
C -0.74732 1.30873 0.96026
C 0.52728 0.70507 0.83145
C 1.49602 1.32818 0.05167
C 1.15963 2.47535 -0.67654
C -0.12927 3.01552 -0.59818
C -1.08969 2.48202 0.27127
H 1.35064 -2.46046 0.32045
H -2.79298 -2.33515 -0.17625
H -2.17404 0.14393 -1.18184
H -0.14439 0.85038 -1.30559
H -1.49002 0.63413 1.41337
H 0.69838 -0.30967 1.36114
H 2.45329 0.81651 0.04335
H 1.75496 3.01862 -1.34801
H -0.36884 3.87420 -1.16964
H -2.07428 2.85795 0.37505
N 0.60062 -1.76361 0.30022
N -0.17630 0.15927 -0.52528
O -0.68066 -3.57104 0.99664
O 2.02139 -0.52076 -1.00007
*
```

=====

2) Computed, not measured: a 2-piece molecular cluster, C10H10N2O2 overall, with the ωB97M-V functional and the def2-TZVPD basis.

```
! wB97M-V def2-TZVPD RIJCOSX def2/J DEFGRID3
* xyz 0 1
C -3.18165 -1.86568 -0.60904
C -1.06937 -0.80599 0.15470
C 0.03207 -1.56221 0.32824
C 1.17403 -0.76821 0.22602
C 2.41373 -1.36167 0.42672
C 2.55070 1.26035 -0.34634
C 1.26663 0.67657 -0.29833
C 0.08424 1.29554 -0.35314
C -1.09967 0.69605 -0.07354
C -2.17934 2.59605 0.57539
H -2.35230 -2.07102 -1.44380
H -4.47778 -1.11253 -0.69536
H -3.69409 -2.93762 -0.49827
H 0.24869 -2.65024 0.74490
H 2.78623 -2.35665 0.65156
H 2.46896 2.32446 -0.27681
H -0.06054 2.51836 -0.29632
H -1.36119 2.69424 1.42505
H -3.25828 2.90319 1.02481
H -2.31395 3.25018 -0.39078
N 3.45911 -0.77929 0.07736
N 3.52672 0.52420 -0.31361
O -2.38288 -1.34720 0.31434
O -2.22147 1.12951 -0.16125
*
```

=====

3) Computed, not measured: a 2-piece molecular cluster, C10H10N2O2 overall, with the ωB97M-V functional and the def2-TZVPD basis.

```
! wB97M-V def2-TZVPD RIJCOSX def2/J DEFGRID3
* xyz 0 1
C -2.02136 -0.84239 3.50055
C -0.63379 -0.52247 3.54232
C 0.05299 -0.08148 2.33673
C -0.56200 -0.27886 1.09394
C -2.00856 -0.60839 1.13528
C -2.62124 -0.84237 2.31968
C -0.07638 1.02572 -2.43645
C 0.55101 0.30869 -3.52324
C 1.85235 0.13582 -3.43495
C 2.08161 0.58930 -1.02806
H -2.54446 -1.18893 4.39618
H 0.07968 -0.56888 4.33845
H 1.13495 -0.12592 2.33576
H -0.08329 -0.21764 0.24650
H -2.56637 -0.63980 0.22760
H -3.66252 -1.14724 2.46702
H 0.18612 1.41755 -0.50130
H 0.09235 0.42427 -4.54069
H 2.41088 -0.32163 -4.22345
H 3.59566 0.08431 -2.43799
N 0.68525 0.92134 -1.25627
N 2.46979 -0.03703 -2.17518
O -0.99831 1.84922 -2.41986
O 2.58562 0.66681 0.03743
*
```

Results
SMILES: O=c1cc[nH]c(=O)[nH]1.c1ccccc1

=====

4) Computed, not measured: the molecule C10H10N2O2, with the ωB97M-V functional and the def2-TZVPD basis.

```
! wB97M-V def2-TZVPD RIJCOSX def2/J DEFGRID3
* xyz 0 1
C -2.37619 -0.58604 1.46311
C -1.55014 -0.34685 2.55816
C -1.85328 -0.67419 0.24312
C -0.19779 -0.00308 2.35076
C -0.56797 -0.33343 -0.05059
C 0.26747 0.25812 1.01300
C 0.51969 1.00314 -1.95110
C 1.53555 -0.09973 -1.97851
C -0.32349 -1.44694 -2.28554
C -0.03391 -0.36152 -1.45620
N 1.47714 0.74050 0.66009
N 2.21804 1.54932 1.43667
O 1.51684 2.33395 2.04862
O 3.42498 1.50559 1.33825
H -3.49672 -0.74246 1.67771
H -1.98816 -0.33904 3.52900
H -2.49800 -0.89488 -0.68753
H 0.32476 0.32591 3.21950
H 0.42795 1.65774 -1.06988
H 0.14854 1.34778 -2.89427
H 1.70749 -0.76533 -2.83149
H 2.34183 -0.47744 -1.23486
H -0.91452 -2.32077 -1.84236
H -0.11012 -1.33036 -3.25565
*
```

=====

How do the energies compare? Relative to the most stable structure, in kcal/mol: 1) 182.9; 2) 175.0; 3) 0.0; 4) 163.3.

=====

1) Computed, not measured: the molecule C3H5NO4, with the ωB97M-V functional and the def2-TZVPD basis.

```
! wB97M-V def2-TZVPD RIJCOSX def2/J DEFGRID3
* xyz 0 1
C 1.39952 -0.60224 0.20775
C -1.57272 0.38435 0.54865
C -0.77541 0.40315 -0.72239
O 1.80063 -1.50320 -0.71639
O 2.35473 0.28856 0.64630
O -2.83224 0.79097 0.30367
N 0.45157 0.11797 -0.82171
O -1.18380 0.02780 1.62859
H 2.92913 0.49719 -0.10392
H 1.23390 -0.83522 -1.54540
H -3.34887 0.72985 1.12338
H 0.86229 -1.00564 1.06522
H -1.31873 0.70645 -1.61374
*
```

Results
SMILES: O=C(O)/C=N\C(O)O

=====

2) Computed, not measured: a 2-piece molecular cluster, C3H5NO4 overall, with the ωB97M-V functional and the def2-TZVPD basis.

```
! wB97M-V def2-TZVPD RIJCOSX def2/J DEFGRID3
* xyz 0 1
C 1.48422 1.22715 -0.45840
C -2.64135 -0.19118 -0.24249
C 0.44160 0.28241 -0.12152
N 0.69761 -1.13168 -0.06476
O -3.48256 0.57549 -0.19142
O 1.49914 2.45312 -0.37774
O -2.06899 -1.19383 -0.34002
O -0.37189 0.47526 1.08997
H 2.32121 0.68021 -0.99560
H -0.10666 -1.39982 0.56338
H 1.60754 -1.31194 0.41928
H 0.56199 -1.64830 -1.01311
H 0.05815 1.18311 1.73242
*
```

Results
SMILES: [NH3+]/C(O)=C/[O-].O=C=O

=====

How do the energies compare? Relative to the most stable structure, in kcal/mol: 1) 0.0; 2) 17.8.

=====

1) Computed, not measured: C3H5NO4 as an isolated structure, with the ωB97M-V functional and the def2-TZVPD basis.

```
! wB97M-V def2-TZVPD RIJCOSX def2/J DEFGRID3
* xyz 0 1
C -1.62233 2.37839 -0.71294
C -0.38759 0.41024 -0.35570
C 0.98019 -1.96857 0.87910
H -1.27200 3.40764 -0.31090
H -2.47635 2.03864 0.06271
H -1.95503 2.21839 -1.83052
H 1.05429 -1.81439 -1.61924
H 0.91224 -3.11260 0.92691
N 0.98868 -1.36342 -0.38206
O -0.28577 1.75026 -0.30963
O -1.37194 -0.26832 -0.55952
O 0.96075 0.00681 -0.25643
O 1.07127 -1.25302 1.94841
*
```

=====

2) Computed, not measured: the molecule C3H5NO4, with the ωB97M-V functional and the def2-TZVPD basis.

```
! wB97M-V def2-TZVPD RIJCOSX def2/J DEFGRID3
* xyz 0 1
C 2.01914 1.17371 0.79669
N -0.09154 0.19483 0.37067
C -1.81547 -1.01630 -0.69873
C -0.31309 -0.93098 -0.33876
O 1.06799 0.22384 1.27596
O -2.02344 -0.62657 -1.95529
O -2.67368 -1.37165 0.06001
O 0.50581 -1.70284 -0.76772
H -2.97711 -0.60203 -2.14731
H -0.50469 0.45437 1.33454
H 2.36357 0.90672 -0.20440
H 1.58589 2.17516 0.78483
H 2.85660 1.12173 1.48950
*
```

Results
SMILES: CONC(=O)C(=O)O

=====

3) Computed, not measured: the molecule C3H5NO4, with the ωB97M-V functional and the def2-TZVPD basis.

```
! wB97M-V def2-TZVPD RIJCOSX def2/J DEFGRID3
* xyz 0 1
C 2.27921 -0.07955 -0.71987
C 1.77354 -0.25769 0.49243
C 0.31091 -0.39431 0.56542
N -1.71781 0.53752 -0.66660
O -0.30770 0.29534 -0.47594
O -2.26439 1.09441 0.55138
O -0.26100 -0.80925 1.54080
O -2.30011 -0.69084 -0.83624
H 3.34726 0.03765 -0.79832
H 1.57390 -0.47214 -1.53697
H 2.38360 -0.24580 1.44079
H -2.40359 2.00299 0.43008
H -2.41382 -1.01834 0.01308
*
```

Results
SMILES: C=CC(=O)ON(O)O

=====

How do the energies compare? Relative to the most stable structure, in kcal/mol: 1) 31.9; 2) 0.0; 3) 64.4.

=====

1) Computed, not measured: a 2-piece molecular cluster, C5H14N2O2 overall, with the ωB97M-V functional and the def2-TZVPD basis.

```
! wB97M-V def2-TZVPD RIJCOSX def2/J DEFGRID3
* xyz 0 1
C -0.77965 1.16178 1.85140
C 1.43881 2.09200 1.31479
N 0.66093 0.88500 1.51933
O -1.43526 0.03127 2.30401
H -1.14598 -0.73915 1.78372
H 1.05879 0.34308 2.28311
H -1.23587 1.56974 0.93586
H -0.85806 1.91358 2.65563
H 2.48495 1.82483 1.17305
H 1.39499 2.78656 2.16558
H 1.06270 2.58975 0.42054
C 1.12843 -0.81457 -1.05012
C -0.28393 -1.28617 -0.87266
N -0.96153 -1.09359 -3.21668
C -1.16677 -1.45955 -1.87809
O -0.51759 -1.90548 0.35078
H -1.36762 -2.35974 0.32112
H -1.79625 -0.77971 -3.69338
H -0.11876 -0.57501 -3.41908
H -2.02126 -2.11319 -1.74260
H 1.80142 -1.60962 -1.37016
H 1.17304 0.01228 -1.75756
H 1.48449 -0.47409 -0.07861
*
```

Results
SMILES: C/C(O)=C\N.CNCO

=====

2) Computed, not measured: a 3-piece molecular cluster, C5H14N2O2 overall, with the ωB97M-V functional and the def2-TZVPD basis.

```
! wB97M-V def2-TZVPD RIJCOSX def2/J DEFGRID3
* xyz 0 1
C -0.52753 -1.28787 1.25413
C -1.93489 -0.74895 1.41470
N 0.76297 2.92586 -0.84380
O 0.14199 1.75536 -0.25314
H 0.40496 3.70604 -0.29438
H 0.33985 2.99398 -1.76670
H 0.12418 -1.04690 2.09579
H -0.50926 -2.37281 1.33971
H -2.60044 -1.15992 0.65604
H -1.96376 0.33619 1.31051
H -2.34690 -1.02709 2.38734
C 1.11957 0.95022 0.38481
C 1.95202 0.14935 -0.52375
C -0.19096 -1.70796 -0.76464
N -0.86411 -0.81487 -1.52440
O -0.04168 -2.87102 -1.03050
H -1.31658 -1.13605 -2.36737
H -0.89986 0.15490 -1.24496
H 1.64809 1.50157 1.16473
H 0.40535 0.09961 0.92051
H 2.88628 -0.17809 -0.07393
H 2.10380 0.59338 -1.50463
H 1.30690 -0.81494 -0.73608
*
```

=====

3) Computed, not measured: a 3-piece molecular cluster, C5H14N2O2 overall, with the ωB97M-V functional and the def2-TZVPD basis.

```
! wB97M-V def2-TZVPD RIJCOSX def2/J DEFGRID3
* xyz 0 1
C 2.21482 0.69570 0.26284
C 0.39646 -0.43736 0.09443
C -0.33610 0.73909 0.02957
C -1.84496 -1.17147 -0.30420
C -3.01417 -0.75191 0.56015
N 2.59127 0.83804 -1.10197
N -0.37761 1.55057 -1.04412
O 3.08371 -0.12236 0.99634
O 0.53479 -1.11087 1.29863
H 2.54896 -0.72611 1.53092
H -0.23059 -1.69522 1.39778
H 2.08890 1.67500 0.72998
H 0.72521 -0.92898 -0.81314
H -0.72718 1.13196 0.96198
H 3.32639 1.52184 -1.25976
H 2.90565 -0.05370 -1.46980
H -0.60338 2.52154 -0.90170
H 0.31081 1.37245 -1.76902
H -1.63878 -2.24471 -0.24675
H -1.96032 -0.90726 -1.35571
H -2.83232 -0.96631 1.61925
H -3.95915 -1.25379 0.30407
H -3.20241 0.32387 0.48026
*
```

=====

4) Computed, not measured: a 2-piece molecular cluster, C5H14N2O2 overall, with the ωB97M-V functional and the def2-TZVPD basis.

```
! wB97M-V def2-TZVPD RIJCOSX def2/J DEFGRID3
* xyz 0 1
C 0.33419 -0.99092 -1.60972
C 0.20195 -2.33381 -0.90127
C -1.01824 -0.16021 -1.46271
N -0.85978 1.18417 -1.44823
N 1.54323 -0.32141 -1.22354
O -2.09544 -0.70405 -1.58538
H 0.37590 -1.16575 -2.69287
H -1.69876 1.73996 -1.39168
H -0.03216 1.56858 -1.00799
H 1.50147 -0.01527 -0.25309
H 1.73234 0.48679 -1.80352
H 0.32568 -2.20981 0.17196
H -0.77202 -2.77372 -1.11500
H 0.97890 -3.00896 -1.24996
C -0.85477 0.07906 1.60704
C 0.74800 1.84450 2.17704
O 0.30784 1.01721 1.14119
H 0.02802 2.65684 2.37873
H -1.60661 0.74750 2.02990
H -0.35855 -0.58394 2.32085
H -1.36767 -0.57846 0.91244
H 1.71388 2.25566 1.89426
H 0.87257 1.26606 3.11154
*
```

Results
SMILES: C[C@H](N)C(N)=O.COC

=====

How do the energies compare? Relative to the most stable structure, in kcal/mol: 1) 15.7; 2) 99.7; 3) 105.5; 4) 0.0.

=====

1) Computed, not measured: a 2-piece molecular cluster, CH6N2OS overall, with the ωB97M-V functional and the def2-TZVPD basis.

```
! wB97M-V def2-TZVPD RIJCOSX def2/J DEFGRID3
* xyz 0 1
N -0.54224 -0.38686 2.23144
C -0.55615 0.11988 0.89254
N -1.17979 1.40068 0.75895
O -0.08800 -0.47945 -0.03825
H -0.99218 -1.29659 2.21553
H 0.42476 -0.56284 2.48579
H -0.50598 2.02578 0.32532
H -1.92875 1.30649 0.08002
S 1.70189 -0.63390 -3.59184
H 2.74262 -0.43765 -2.77323
H 0.92382 -1.05555 -2.58627
*
```

Results
SMILES: NC(N)=O.S

=====

2) Computed, not measured: a 2-piece molecular cluster, CH6N2OS overall, with the ωB97M-V functional and the def2-TZVPD basis.

```
! wB97M-V def2-TZVPD RIJCOSX def2/J DEFGRID3
* xyz 0 1
C -0.62986 -1.56554 1.36128
N -0.75664 -2.21704 0.31841
N 1.71294 1.87086 -0.61421
O -0.57628 0.67889 -0.83954
S 0.18007 1.95493 -0.05372
H -1.50845 -1.17199 1.96691
H 0.29542 -1.35883 1.73085
H -1.11840 0.66530 -1.64186
H -1.70920 -2.32049 -0.13910
H 2.16285 1.01052 -0.57071
H 1.94754 2.45339 -1.51831
*
```

Results
SMILES: C=N.NSO

=====

How do the energies compare? Relative to the most stable structure, in kcal/mol: 1) 0.0; 2) 44.3.